ORCA calculation (the ωB97M-V functional and the def2-TZVPD basis) on 6 unconnected molecules or ions with the total composition C45H48F8N3O7S2 in a non-equilibrium geometry.

Last columns: bonded neighbours and bond lengths (Å).
Geometry (Å):
1 C 3.761 -3.290 -2.744  C2 1.610, H31 1.146, H32 1.151, H33 1.154
2 C 2.887 -3.507 -4.078  C1 1.610, O3 1.459, H34 1.149, H35 1.153
3 O 2.536 -2.251 -4.733  C2 1.459, C4 1.456
4 C 1.649 -2.550 -5.848  O3 1.456, C5 1.603, H36 1.145, H37 1.154
5 C 0.738 -1.248 -6.056  C4 1.603, O6 1.484, H38 1.158, H39 1.159
6 O -0.005 -0.887 -4.824  C5 1.484, N7 1.354
7 N -0.419 0.384 -5.044  O6 1.354, C8 1.505, C12 1.444
8 C 0.487 1.422 -4.440  N7 1.505, C9 1.602, H40 1.156, H41 1.152
9 C 1.015 1.088 -2.964  C8 1.602, C10 1.630, F11 1.453, H42 1.140
10 C 1.778 2.432 -2.448  C9 1.630, H43 1.159, H44 1.139, H45 1.149
11 F 2.035 0.054 -2.937  C9 1.453
12 C -1.818 0.587 -4.748  N7 1.444, N13 1.364, N18 1.463
13 N -2.384 1.722 -5.252  C12 1.364, S14 1.755, H46 1.032
14 S -4.088 2.053 -5.001  N13 1.755, O15 1.511, O16 1.501, F17 1.675
15 O -4.412 2.230 -3.536  S14 1.511
16 O -4.518 3.298 -5.721  S14 1.501
17 F -5.052 0.805 -5.565  S14 1.675
18 N -2.714 -0.301 -4.007  C12 1.463, C19 1.501, S27 1.724
19 C -3.029 -1.582 -4.725  N18 1.501, O20 1.439, H47 1.146, H48 1.161
20 O -4.339 -2.099 -4.429  C19 1.439, C21 1.433
21 C -4.301 -3.498 -4.120  O20 1.433, C22 1.548, C26 1.576
22 C -3.398 -4.173 -3.059  C21 1.548, C23 1.570, H49 1.139
23 C -3.414 -5.712 -2.747  C22 1.570, C24 1.556, H50 1.150
24 C -4.396 -6.652 -3.504  C23 1.556, C25 1.561, H51 1.138
25 C -5.300 -5.986 -4.587  C24 1.561, C26 1.570, H52 1.152
26 C -5.267 -4.452 -4.919  C21 1.576, C25 1.570, H53 1.153
27 S -2.264 -0.521 -2.357  N18 1.724, O28 1.515, O29 1.504, F30 1.681
28 O -3.418 -1.249 -1.698  S27 1.515
29 O -1.045 -1.371 -2.126  S27 1.504
30 F -2.214 0.987 -1.617  S27 1.681
31 H 4.831 -3.655 -2.936  C1 1.146
32 H 3.318 -3.951 -1.913  C1 1.151
33 H 3.746 -2.200 -2.365  C1 1.154
34 H 3.500 -4.122 -4.831  C2 1.149
35 H 1.892 -4.010 -3.787  C2 1.153
36 H 1.010 -3.487 -5.687  C4 1.145
37 H 2.336 -2.668 -6.768  C4 1.154
38 H 1.459 -0.396 -6.369  C5 1.158
39 H -0.002 -1.345 -6.943  C5 1.159
40 H -0.044 2.447 -4.376  C8 1.156
41 H 1.414 1.553 -5.111  C8 1.152
42 H 0.199 0.888 -2.193  C9 1.140
43 H 2.476 2.721 -3.328  C10 1.159
44 H 1.060 3.277 -2.186  C10 1.139
45 H 2.487 2.139 -1.592  C10 1.149
46 H -1.867 2.432 -5.794  N13 1.032
47 H -2.181 -2.341 -4.592  C19 1.146
48 H -3.038 -1.323 -5.857  C19 1.161
49 H -2.658 -3.552 -2.456  C22 1.139
50 H -2.698 -6.149 -1.961  C23 1.150
51 H -4.383 -7.762 -3.252  C24 1.138
52 H -6.019 -6.686 -5.154  C25 1.152
53 H -5.962 -4.056 -5.749  C26 1.153
54 F 2.240 1.836 3.014  C55 1.341
55 C 1.565 0.945 2.272  F54 1.341, C56 1.386, C60 1.387
56 C 0.255 1.216 1.907  C55 1.386, C57 1.391, H61 1.084
57 C -0.442 0.294 1.134  C56 1.391, C58 1.394, H62 1.085
58 C 0.174 -0.894 0.741  C57 1.394, C59 1.392, H63 1.085
59 C 1.489 -1.156 1.117  C58 1.392, C60 1.392, H64 1.085
60 C 2.191 -0.230 1.882  C55 1.387, C59 1.392, H65 1.084
61 H -0.210 2.141 2.228  C56 1.084
62 H -1.465 0.499 0.837  C57 1.085
63 H -0.373 -1.613 0.141  C58 1.085
64 H 1.967 -2.082 0.813  C59 1.085
65 H 3.217 -0.414 2.176  C60 1.084
66 F 1.833 5.384 -2.286  C67 1.347
67 C 2.671 5.921 -1.379  F66 1.347, C68 1.386, C72 1.385
68 C 3.835 6.539 -1.807  C67 1.386, C69 1.392, H73 1.084
69 C 4.697 7.097 -0.867  C68 1.392, C70 1.393, H74 1.085
70 C 4.389 7.019 0.489  C69 1.393, C71 1.392, H75 1.085
71 C 3.219 6.391 0.906  C70 1.392, C72 1.390, H76 1.085
72 C 2.353 5.844 -0.033  C67 1.385, C71 1.390, H77 1.084
73 H 4.062 6.582 -2.866  C68 1.084
74 H 5.607 7.590 -1.191  C69 1.085
75 H 5.064 7.450 1.222  C70 1.085
76 H 2.982 6.327 1.963  C71 1.085
77 H 1.433 5.358 0.274  C72 1.084
78 F 0.837 6.192 3.634  C79 1.344
79 C -0.223 5.716 4.307  F78 1.344, C80 1.386, C84 1.386
80 C -0.070 4.601 5.117  C79 1.386, C81 1.391, H85 1.084
81 C -1.166 4.109 5.818  C80 1.391, C82 1.393, H86 1.081
82 C -2.406 4.732 5.693  C81 1.393, C83 1.392, H87 1.085
83 C -2.550 5.848 4.873  C82 1.392, C84 1.391, H88 1.085
84 C -1.451 6.346 4.180  C79 1.386, C83 1.391, H89 1.084
85 H 0.901 4.125 5.195  C80 1.084
86 H -1.056 3.245 6.458  C81 1.081
87 H -3.262 4.345 6.237  C82 1.085
88 H -3.517 6.329 4.773  C83 1.085
89 H -1.542 7.219 3.544  C84 1.084
90 F -2.347 1.925 7.401  C91 1.345
91 C -1.552 1.007 7.978  F90 1.345, C92 1.387, C96 1.386
92 C -0.294 0.764 7.446  C91 1.387, C93 1.391, H97 1.084
93 C 0.530 -0.183 8.046  C92 1.391, C94 1.393, H98 1.085
94 C 0.083 -0.883 9.164  C93 1.393, C95 1.392, H99 1.085
95 C -1.183 -0.634 9.686  C94 1.392, C96 1.391, H100 1.085
96 C -2.004 0.320 9.094  C91 1.386, C95 1.391, H101 1.084
97 H 0.033 1.312 6.570  C92 1.084
98 H 1.518 -0.376 7.643  C93 1.085
99 H 0.725 -1.625 9.629  C94 1.085
100 H -1.531 -1.183 10.555  C95 1.085
101 H -2.989 0.533 9.492  C96 1.084
102 F 2.146 -4.832 0.709  C103 1.345
103 C 1.982 -5.136 2.009  F102 1.345, C104 1.386, C108 1.386
104 C 2.802 -6.088 2.594  C103 1.386, C105 1.391, H109 1.084
105 C 2.636 -6.399 3.940  C104 1.391, C106 1.393, H110 1.085
106 C 1.644 -5.762 4.682  C105 1.393, C107 1.392, H111 1.085
107 C 0.822 -4.811 4.083  C106 1.392, C108 1.391, H112 1.085
108 C 0.996 -4.492 2.740  C103 1.386, C107 1.391, H113 1.084
109 H 3.563 -6.579 1.999  C104 1.084
110 H 3.277 -7.137 4.410  C105 1.085
111 H 1.511 -6.008 5.731  C106 1.085
112 H 0.048 -4.319 4.661  C107 1.085
113 H 0.372 -3.748 2.259  C108 1.084

The HOMO-LUMO gap is 4.397 eV. The calculation puts the HOMO energy at -10.477 eV. As for the net charge: +1.

Mulliken atomic charge list, values in e, 99 entries: -0.6793, -0.2094, -0.2522, -0.6749, -0.2809, 0.1259, 0.2751, -1.1217, 1.2965, -1.3358, -0.3579, -0.4456, -0.0342, 1.1982, -0.4538, -0.5363, -0.1935, 0.4783, -0.6537, -0.3289, 0.5508, 0.0422, -0.5378, -0.4375, -0.3736, -0.4580, 1.0066, -0.5362, -0.3042, -0.3015, 0.3188, 0.1330, 0.1369, 0.2470, 0.2483, 0.3991, 0.3531, 0.2403, 0.2870, 0.2819, 0.4369, -0.3258, 0.3338, 0.3571, 0.3769, 0.3595, 0.4281, 0.4116, 0.2292, 0.3288, 0.3412, 0.2979, 0.3087, -0.3506, 0.3670, -0.5814, -0.4565, -0.5824, -0.4558, -0.6851, 0.6300, 0.4655, 0.5424, 0.6622, 0.4504, -0.3147, 0.4257, -0.5205, -0.3681, -0.5780, -0.3366, -0.3403, 0.4002, 0.3691, 0.3878, 0.4102, 0.4644, -0.2766, 0.2754, -0.3197, -0.0053, -0.6409, -0.3686, -0.5334, 0.4685, 0.1890, 0.4045, 0.3693, 0.4247, -0.2444, 0.5715, -0.2619, -0.6145, -0.4811, -0.3922, -0.5188, 0.4313, 0.3672, 0.3770



ORCA calculation (the ωB97M-V functional and the def2-TZVPD basis) on 2 unconnected molecules or ions with the total composition C6H11FO5 in a non-equilibrium geometry.

Last columns: bonded neighbours and bond lengths (Å).
Geometry (Å):
1 C 0.958 1.856 0.139  C2 1.431, H8 1.176, H9 1.145, O18 1.445
2 C 1.168 0.452 0.318  C1 1.431, C6 1.548, O19 1.431, O20 1.513
3 C -0.139 -1.219 -0.856  C4 1.583, C5 1.618, H11 1.044, O20 1.402
4 C -1.265 -1.158 -1.967  C3 1.583, H12 1.179, H13 1.123, F23 1.408
5 C -0.914 -0.780 0.495  C3 1.618, C6 1.530, H14 1.068, O21 1.426
6 C 0.120 -0.039 1.346  C2 1.548, C5 1.530, H16 1.169, O22 1.440
7 H -0.538 3.145 0.170  no bonds
8 H 1.886 2.205 -0.494  C1 1.176
9 H 0.727 2.520 1.043  C1 1.145
10 H 2.630 -0.605 0.986  O19 1.015
11 H 0.164 -2.165 -0.532  C3 1.044
12 H -2.090 -1.790 -1.412  C4 1.179
13 H -1.795 -0.232 -2.320  C4 1.123
14 H -1.323 -1.611 1.027  C5 1.068
15 H -1.579 0.934 0.005  O21 0.958
16 H -0.060 0.936 1.966  C6 1.169
17 H 0.653 -1.723 1.550  O22 0.956
18 O -0.142 1.919 -0.795  C1 1.445
19 O 2.538 0.371 0.722  C2 1.431, H10 1.015
20 O 0.944 -0.333 -0.956  C2 1.513, C3 1.402
21 O -1.981 0.161 0.404  C5 1.426, H15 0.958
22 O 0.687 -1.038 2.215  C6 1.440, H17 0.956
23 F -0.648 -1.806 -3.055  C4 1.408

For the relative energy (zero: lowest compared OMol25 entry of this formula, charge and spin), the calculation gives 6.784 eV. The HOMO-LUMO gap is 7.924 eV. The calculation puts the HOMO energy at -9.854 eV.

Need the natural (NBO) charges? In units of e they are: -0.1415, 0.4258, 0.0515, 0.0333, 0.0378, 0.0363, 0.4236, 0.2109, 0.1788, 0.4818, 0.1737, 0.1695, 0.2129, 0.1962, 0.4871, 0.2027, 0.4472, -0.6495, -0.6831, -0.5156, -0.7238, -0.6843, -0.3712



ORCA calculation (the ωB97M-V functional and the def2-TZVPD basis) on 6 unconnected molecules or ions with the total composition C4H19N2O7 in a non-equilibrium geometry.

Last columns: bonded neighbours and bond lengths (Å).
Geometry (Å):
1 N 0.036 -2.317 0.467  C2 1.436, H9 1.004, H10 1.036
2 C 0.085 -1.677 -0.819  N1 1.436, C3 1.569, H11 1.078, H12 1.081
3 C 1.441 -1.000 -1.221  C2 1.569, N4 1.454, H13 1.074, H14 1.084
4 N 1.225 0.366 -1.671  C3 1.454, C5 1.417, H15 1.036
5 C 1.815 1.450 -0.976  N4 1.417, C6 1.588, H16 1.090, H17 1.087
6 C 1.331 1.400 0.536  C5 1.588, O7 1.220, O8 1.243
7 O 2.180 1.020 1.326  C6 1.220
8 O 0.130 1.670 0.708  C6 1.243
9 H 0.634 -3.121 0.527  N1 1.004
10 H 0.269 -1.711 1.274  N1 1.036
11 H -0.178 -2.399 -1.575  C2 1.078
12 H -0.679 -0.912 -0.823  C2 1.081
13 H 2.146 -1.017 -0.412  C3 1.074
14 H 1.875 -1.542 -2.053  C3 1.084
15 H 0.217 0.545 -1.829  N4 1.036
16 H 1.489 2.392 -1.416  C5 1.090
17 H 2.901 1.419 -1.001  C5 1.087
18 H -0.802 2.344 -0.482  O20 0.990
19 H -2.269 2.846 -0.581  O20 0.973
20 O -1.480 2.674 -1.124  H18 0.990, H19 0.973
21 H -1.498 0.490 -3.215  O23 0.968
22 H -1.685 1.134 -1.804  O23 0.984
23 O -1.642 0.274 -2.282  H21 0.968, H22 0.984
24 H -1.640 -2.038 0.994  O26 0.966
25 H -2.443 -1.096 0.083  O26 0.973
26 O -2.448 -1.509 0.964  H24 0.966, H25 0.973
27 H -0.846 0.989 2.117  O29 0.980
28 H -1.863 -0.182 2.214  O29 0.988
29 O -1.364 0.469 2.766  H27 0.980, H28 0.988
30 H 1.645 -0.027 2.730  O32 0.957
31 H 0.254 -0.283 3.305  O32 0.982
32 O 1.163 -0.651 3.272  H30 0.957, H31 0.982

Its multiplicity is 2. The HOMO-LUMO gap (alpha / beta) is 10.275 / 6.231 eV. The calculation puts the HOMO energy (alpha / beta) at -10.112 / -10.044 eV.

Need the natural (NBO) charges? In units of e they are: -0.8526, -0.2346, -0.2837, -0.3058, -0.3303, 0.7963, -0.5853, -0.7267, 0.3738, 0.4078, 0.2060, 0.2167, 0.2372, 0.2291, 0.4249, 0.2413, 0.2405, 0.5014, 0.4893, -0.9887, 0.4803, 0.5020, -0.9905, 0.4941, 0.4676, -0.9721, 0.4875, 0.4988, -0.9975, 0.4772, 0.4945, -0.9984



ORCA calculation (the ωB97M-V functional and the def2-TZVPD basis) on C6H7N in the gas phase in a non-equilibrium geometry.

Last columns: bonded neighbours and bond lengths (Å).
Geometry (Å):
1 C 1.185 0.805 0.290  C2 1.432, C6 1.427, N7 1.292
2 C -0.036 1.531 0.106  C1 1.432, C3 1.577, H8 0.997, H9 1.096
3 C -1.181 0.447 0.076  C2 1.577, C5 1.504, H10 1.027, H11 1.137
4 C 0.436 -1.650 0.244  C5 1.536, C6 1.541, H12 1.051, H13 1.079
5 C -0.687 -0.870 -0.456  C3 1.504, C4 1.536, H14 1.145
6 C 1.497 -0.568 0.522  C1 1.427, C4 1.541, N7 1.404
7 N 2.097 0.258 -0.443  C1 1.292, C6 1.404
8 H -0.175 2.261 0.771  C2 0.997
9 H 0.192 2.106 -0.800  C2 1.096
10 H -1.457 0.177 1.028  C3 1.027
11 H -2.087 0.596 -0.595  C3 1.137
12 H 0.009 -2.011 1.133  C4 1.051
13 H 0.762 -2.510 -0.321  C4 1.079
14 H -0.554 -0.572 -1.554  C5 1.145

For the relative energy (zero: lowest compared OMol25 entry of this formula, charge and spin), the calculation gives 7.006 eV. The HOMO-LUMO gap (alpha / beta) is 7.504 / 9.043 eV. The calculation puts the HOMO energy (alpha / beta) at -7.493 / -8.460 eV.

Need the natural (NBO) charges? In units of e they are: 0.2596, -0.4763, -0.4610, -0.5274, -0.0733, 0.0818, -0.3222, 0.2416, 0.2321, 0.2044, 0.2394, 0.2204, 0.2316, 0.1493



ORCA calculation (the ωB97M-V functional and the def2-TZVPD basis) on C5H7BrO2 in the gas phase in a non-equilibrium geometry.

Last columns: bonded neighbours and bond lengths (Å).
Geometry (Å):
1 Br -1.724 0.918 2.139  C2 2.021
2 C 0.206 0.329 2.030  Br1 2.021, C3 1.532, C6 1.511, H9 1.126
3 C 1.099 1.157 1.099  C2 1.532, C4 1.542, O8 1.468, H10 1.070
4 C 0.428 0.946 -0.274  C3 1.542, C5 1.533, H11 1.103, H12 1.107
5 C -0.041 -0.510 -0.169  C4 1.533, C6 1.529, H13 1.094, H14 1.105
6 C 0.455 -0.920 1.217  C2 1.511, C5 1.529, O7 1.434, H15 1.091
7 O 1.886 -0.998 1.249  C6 1.434, O8 1.465
8 O 2.345 0.381 1.070  C3 1.468, O7 1.465
9 H 0.594 0.292 3.087  C2 1.126
10 H 1.265 2.151 1.457  C3 1.070
11 H -0.377 1.676 -0.458  C4 1.103
12 H 1.160 1.045 -1.099  C4 1.107
13 H -1.132 -0.593 -0.199  C5 1.094
14 H 0.391 -1.161 -0.951  C5 1.105
15 H -0.043 -1.828 1.561  C6 1.091

For the relative energy (zero: lowest compared OMol25 entry of this formula, charge and spin), the calculation gives 1.741 eV. The HOMO-LUMO gap is 10.052 eV. The calculation puts the HOMO energy at -9.463 eV.

Need the natural (NBO) charges? In units of e they are: -0.0181, -0.2358, 0.0206, -0.4424, -0.4423, 0.0140, -0.2563, -0.2561, 0.2522, 0.2228, 0.2249, 0.2319, 0.2258, 0.2299, 0.2289